(1)
Density functional theory data (ωB97M-V with the def2-TZVPD basis set) for C14H34BaCl2F8NO10PS2 as an isolated structure in a non-equilibrium geometry.

Results
E_HOMO: -0.336 Eh
electronic energy: -4243.742674 a.u.
spin multiplicity: 1
lowest unoccupied orbital energy: -0.6 eV

The geometry in XYZ format:
```
73
Properties=species:S:1:pos:R:3:lowdin_charge:R:1
Ba -6.792 -13.323 18.240 2.0871
Cl -0.591 -17.484 14.785 0.5387
Cl -3.766 -18.173 14.319 0.5514
S -5.238 -10.827 15.561 0.4541
S -4.609 -13.142 15.046 0.4859
P -8.323 -16.423 17.152 0.1465
F -8.955 -16.628 15.714 -0.1060
F -9.378 -17.270 17.954 -0.0937
F -5.122 -14.546 15.609 -0.2183
F -7.139 -15.421 16.530 -0.3221
F -9.236 -15.084 17.346 -0.1937
F -7.367 -17.656 16.872 -0.1123
F -7.513 -16.071 18.575 -0.2799
F -5.920 -9.989 16.771 -0.2032
O -6.101 -10.435 14.499 -0.2459
O -7.736 -10.727 18.505 -0.3817
O -8.898 -12.301 16.631 -0.3226
O -3.907 -10.324 15.594 -0.2443
O -3.747 -12.164 11.112 -0.2105
O -4.416 -14.635 18.452 -0.3670
O -4.330 -11.973 19.592 -0.2685
O -3.218 -13.352 15.182 -0.2358
O -1.114 -11.334 9.962 -0.1775
O -5.193 -13.127 13.757 -0.2190
N -5.390 -12.267 16.233 -0.4287
C -8.972 -12.928 15.338 -0.0762
C -8.948 -10.873 16.468 -0.1896
C -3.100 -10.935 11.410 -0.2004
C -7.176 -9.795 19.411 -0.0892
C -3.235 -14.103 19.045 -0.1906
C -1.382 -12.629 9.445 -0.0972
C -4.119 -15.866 17.785 -0.0785
C -3.556 -13.058 20.078 -0.2026
C -8.902 -10.249 17.834 -0.1722
C -3.545 -11.023 18.875 -0.0781
C -1.608 -11.037 11.246 -0.2121
C -2.915 -16.871 13.458 -0.6562
C -1.788 -16.280 14.251 -0.6752
C -5.117 -11.978 10.863 -0.1249
H -4.123 -13.513 20.901 0.1341
H -2.175 -15.779 15.136 0.0301
H -1.186 -10.060 11.493 0.1278
H -3.022 -11.470 18.027 0.0912
H -6.190 -10.136 19.717 0.0750
H -9.922 -10.651 16.020 0.1427
H -9.019 -12.204 14.521 0.0990
H -5.626 -12.938 10.926 0.0869
H -3.385 -15.742 16.989 0.0780
H -2.712 -14.924 19.546 0.1384
H -1.201 -11.736 11.994 0.1281
H -8.078 -13.516 15.129 0.0769
H -9.882 -13.521 15.295 0.0994
H -5.036 -16.249 17.350 0.0702
H -2.432 -12.787 9.212 0.0757
H -0.854 -12.681 8.493 0.0854
H -3.617 -16.094 13.162 0.0741
H -8.824 -9.167 17.698 0.1377
H -2.856 -10.506 19.546 0.1040
H -7.085 -8.812 18.941 0.1004
H -7.822 -9.674 20.288 0.1020
H -4.237 -10.305 18.439 0.0687
H -2.610 -13.686 18.248 0.1353
H -3.747 -16.603 18.503 0.1084
H -9.800 -10.493 18.409 0.1395
H -2.540 -17.335 12.547 0.0671
H -3.520 -10.139 10.783 0.1299
H -2.671 -12.695 20.613 0.1379
H -1.263 -15.523 13.672 0.0777
H -8.137 -10.529 15.829 0.1026
H -5.280 -11.496 9.890 0.0919
H -5.585 -11.349 11.635 0.0799
H -3.325 -10.721 12.466 0.1252
H -1.018 -13.384 10.148 0.0887
```

=====

(2)
Density functional theory data (ωB97M-V with the def2-TZVPD basis set) for a 3-piece molecular cluster, C14H34Cl2N2 overall in a non-equilibrium geometry.

Results
E_HOMO: -0.304 Eh
electronic energy: -1583.358217 a.u.
spin multiplicity: 1
relative energy (zero: lowest compared OMol25 entry of this formula, charge and spin): 43.7 kcal/mol
structure (SMILES): CCN(CC)CC.CCN(CC)CC.ClCCCl
lowest unoccupied orbital energy: 0.7 eV

The geometry in XYZ format:
```
52
Properties=species:S:1:pos:R:3:lowdin_charge:R:1
Cl -0.093 -3.608 -0.829 0.5787
Cl 2.904 -3.995 0.244 0.5235
N -0.752 0.231 2.558 -0.1075
N 0.885 0.491 -2.760 -0.1624
C -0.548 0.697 -3.069 -0.2723
C 1.620 -0.826 -4.743 -0.0807
C -2.640 1.744 2.409 -0.1212
C -2.253 -1.644 2.099 -0.1050
C 1.906 2.519 -1.831 -0.1016
C 1.627 0.579 -4.064 -0.2100
C -1.602 0.009 -2.306 -0.1106
C -1.417 1.309 1.895 -0.3363
C 0.862 -2.249 -0.342 -0.6777
C 0.016 0.849 3.782 -0.1410
C 1.363 0.102 3.869 -0.0648
C -1.653 -0.839 3.129 -0.2903
C 1.199 1.319 -1.697 -0.3739
C 1.747 -2.809 0.898 -0.6598
H 1.320 -1.824 -1.186 0.0244
H -3.087 1.573 3.292 0.0412
H 0.597 -1.030 -5.334 0.1090
H 1.689 0.022 2.866 0.0519
H 0.350 1.787 3.474 0.1012
H 0.167 -1.440 -0.138 0.0324
H -1.900 0.838 1.135 0.0493
H 1.228 3.326 -1.727 0.0628
H -0.867 2.021 1.352 0.1205
H -1.590 0.149 -1.243 0.0438
H 2.290 -2.057 1.674 0.1021
H 1.274 1.310 -4.640 0.0657
H -1.463 -1.086 -2.389 0.0885
H 1.924 0.737 -1.150 0.0968
H -0.956 0.343 -4.048 0.1144
H 2.117 -0.591 -5.669 0.0368
H -2.478 -0.397 3.955 0.1706
H 1.956 0.504 4.579 0.0337
H -3.246 -1.098 1.719 0.1250
H 2.566 2.506 -0.878 0.1313
H -1.530 -2.031 1.382 0.0536
H -1.082 -1.368 3.761 0.0589
H -2.474 2.771 2.541 0.0697
H -2.557 0.301 -2.502 0.0455
H 0.550 1.103 -0.825 0.1361
H 1.119 -3.165 1.726 0.0506
H -0.734 1.889 -3.111 0.1608
H -0.526 0.684 4.529 0.0272
H -2.857 -2.489 2.510 0.0865
H 2.628 0.817 -3.822 0.1015
H -3.426 1.617 1.597 0.1202
H 1.334 -0.919 4.148 0.0558
H 2.355 3.021 -2.587 0.0499
H 2.139 -1.703 -4.229 0.0953
```

=====

(3)
Density functional theory data (ωB97M-V with the def2-TZVPD basis set) for C14H35BFN2O3SSi2 as an isolated structure in a non-equilibrium geometry.

Results
E_HOMO: -0.044 Eh
total charge: -1
electronic energy: -1991.537016 a.u.
spin multiplicity: 1
lowest unoccupied orbital energy: 2.1 eV

The geometry in XYZ format:
```
59
Properties=species:S:1:pos:R:3:lowdin_charge:R:1
S 4.258 -0.450 -2.947 0.4304
Si 3.423 1.273 -1.949 0.3107
Si 5.838 2.441 -3.100 0.5215
F 7.404 -0.169 -3.855 -0.1643
O -2.235 0.586 1.758 -0.3239
O 4.246 2.752 -2.420 -0.4835
O 0.940 2.643 -2.660 0.0033
N -3.325 -0.262 1.877 -0.2346
N 0.726 0.046 -2.049 -0.1856
C 8.040 -0.994 -1.531 -0.0937
C -4.633 0.413 1.789 -0.5074
C 7.038 1.545 -1.886 -0.2877
C -4.619 1.969 1.814 -0.0679
C -4.371 -2.254 2.848 -0.1655
C -5.209 -0.018 0.422 -0.0569
C -2.734 -0.942 4.264 -0.0494
C -5.658 -1.516 3.195 -0.2042
C -3.099 -1.369 2.824 -0.5207
C -1.954 -2.267 2.283 -0.0663
C 7.895 0.310 -2.542 -0.3533
C -0.663 0.301 -1.503 -0.1030
C -5.600 -0.017 2.923 -0.1665
C 0.723 -0.855 -3.264 -0.1409
B 1.501 1.332 -2.267 -0.5549
H -0.788 -0.394 -0.551 0.1059
H -5.633 2.370 1.688 0.0651
H 3.893 -0.348 -4.328 -0.0889
H -2.577 -1.825 4.898 0.0659
H -2.141 -2.562 1.243 0.0710
H 8.394 -1.953 -2.140 0.0922
H -5.312 -1.104 0.344 0.0629
H 6.503 1.123 -0.928 0.0828
H 5.748 1.722 -4.368 -0.0429
H -6.486 -1.964 2.632 0.0967
H -1.515 0.040 -2.269 0.0929
H -5.900 -1.671 4.254 0.0978
H 9.007 0.704 -2.710 0.1404
H -6.620 0.338 2.709 0.1045
H -4.015 2.392 1.003 0.0665
H -0.273 -1.510 -3.216 0.1055
H 8.866 -0.718 -0.727 0.0889
H -5.314 0.488 3.854 0.0968
H 7.037 -1.271 -0.974 0.0815
H -4.235 2.352 2.767 0.0708
H -0.980 -1.764 2.321 0.0673
H 7.841 2.333 -1.490 0.0954
H 0.749 -0.304 -4.295 0.0947
H -4.504 -2.715 1.861 0.1009
H 1.688 3.334 -2.628 0.0946
H -0.842 1.416 -1.151 0.1090
H -1.864 -3.188 2.873 0.0633
H -4.244 -3.095 3.542 0.1044
H 1.621 -1.617 -3.230 0.0618
H 6.454 3.760 -3.384 -0.0398
H 3.597 1.109 -0.513 -0.0107
H -3.512 -0.340 4.743 0.0630
H -4.564 0.309 -0.400 0.0743
H -6.201 0.418 0.252 0.0631
H -1.805 -0.363 4.295 0.0669
```

=====

(4)
Density functional theory data (ωB97M-V with the def2-TZVPD basis set) for C14H36AuClGeN2SSb as an isolated structure.

Results
E_HOMO (spin up / spin down): -0.395 / -0.435 Eh
total charge: +1
electronic energy: -3975.504671 a.u.
spin multiplicity: 3
relative energy (zero: lowest compared OMol25 entry of this formula, charge and spin): 6.0 kcal/mol
lowest unoccupied orbital energy (spin up / spin down): -2.1 / -5.2 eV

The geometry in XYZ format:
```
57
Properties=species:S:1:pos:R:3:lowdin_charge:R:1
Au 0.871 -0.042 -2.182 0.5051
Sb 0.423 0.684 1.403 1.5441
Ge -1.751 -1.043 -4.021 0.7737
Cl 0.956 2.342 -0.970 -0.0093
S 2.981 -1.031 -1.325 0.5859
N 5.370 -0.274 -0.668 0.1037
N 3.921 1.455 -1.096 0.0983
C -1.810 -1.448 2.030 -0.1300
C 0.354 -2.401 1.159 -0.1513
C -2.160 2.308 0.858 -0.1574
C -0.654 -1.275 1.071 -0.5333
C -1.592 2.193 3.306 -0.1356
C 1.003 -0.253 4.402 -0.1287
C -3.748 -1.026 -3.805 -0.2043
C -1.059 2.305 1.896 -0.5397
C -1.264 -0.460 -5.845 -0.2174
C -1.128 0.295 -2.694 -0.4051
C 1.732 0.361 3.231 -0.5269
C -1.014 -2.841 -3.596 -0.2293
C 4.158 0.156 -1.024 -0.8979
C 2.384 1.684 3.568 -0.1548
H -1.756 2.336 -0.153 0.0278
H -0.193 -0.523 -6.011 0.0145
H -2.288 3.012 3.488 0.0905
H 0.739 -2.511 2.172 0.0701
H -0.133 -3.338 0.887 0.0908
H 2.485 -0.337 2.863 0.0807
H -4.043 -1.399 -2.828 0.0134
H -1.480 -1.459 3.068 0.0702
H 5.570 -1.258 -0.714 0.1011
H -1.183 1.308 -3.075 -0.0138
H 3.159 1.531 4.318 0.0870
H -2.131 1.260 3.463 0.0722
H 0.173 0.362 4.738 0.0650
H -4.194 -1.659 -4.567 0.0185
H 0.071 -2.829 -3.653 -0.0014
H -0.467 3.216 1.790 0.0801
H 2.850 2.130 2.690 0.0650
H -1.758 -1.089 -6.580 0.0200
H -1.023 -1.190 0.047 0.0525
H 1.665 2.391 3.977 0.0729
H -1.575 0.566 -6.016 0.0189
H 2.976 1.813 -1.251 -0.0754
H -1.302 -3.160 -2.599 0.0080
H 4.647 2.118 -0.865 0.1241
H -2.287 -2.408 1.828 0.0911
H -1.381 -3.577 -4.303 0.0179
H -2.801 1.434 0.960 0.0681
H 1.703 -0.346 5.234 0.0919
H 1.190 -2.243 0.479 0.0124
H 6.123 0.369 -0.476 0.1218
H -2.561 -0.670 1.899 0.0602
H -0.795 2.281 4.041 0.0558
H -4.129 -0.016 -3.930 0.0176
H -1.703 0.253 -1.773 -0.0286
H -2.784 3.192 0.991 0.0909
H 0.640 -1.249 4.169 0.0583
```